Computed, not measured: a cluster of 11 separate species, C39H96Br3N8O8 in total, with ωB97M-V/def2-TZVPD.

## Properties
M: 1045.0 g/mol
calculated total energy: -10303.6551 a.u.
orbital gap: 5.51 eV
max |F|: 8.8 eV/Å
charge: +5

Element x y z (Å)
C -0.16281 0.19119 1.32310
O 0.79842 1.19956 -0.55640
H -1.05832 -2.42416 -7.03244
H 10.37451 -0.25123 1.44700
H 1.22458 4.65609 3.35581
H 0.71554 6.88828 3.79988
C -5.69435 0.78392 -2.11561
C -5.22951 0.41340 0.36405
H -2.63666 -0.88954 -4.18171
N 1.27733 2.57598 -8.00725
H -6.56077 -4.46528 -5.83171
N -7.44415 0.30246 -0.48786
H -3.92637 2.00345 1.71150
H 0.42832 -0.16342 2.16748
C -6.03262 -0.03386 -0.85894
H 10.58745 -0.05907 -0.24695
H -5.65925 0.40789 5.97265
N 2.88638 -2.79304 6.08802
C 2.45272 0.90291 -6.47675
H 5.40341 -2.24925 8.16460
C 5.67102 2.34917 -0.05930
H -6.30938 0.61751 -2.99936
H 4.35273 0.24511 6.71867
C 1.03807 -1.12065 -2.14246
O -5.65188 1.79348 0.58370
H 1.34068 -1.65365 -0.23360
H -2.48575 -2.72990 -8.08592
H 2.12818 2.54739 -8.62891
H -0.52839 4.92385 3.24349
Br 3.54731 -1.71765 0.76552
H -2.67244 -3.40816 2.67038
H 2.23120 0.17372 -7.28867
C 0.41614 5.10941 2.77015
H 8.89548 3.25990 0.66369
H 5.04741 -2.89953 4.46803
C -4.71998 -3.45810 -5.54756
O -1.35378 7.39520 2.51715
H -1.09945 -0.45504 1.28240
H -5.10502 1.03195 4.39155
H -3.16829 0.50629 6.46491
H -7.82251 -0.52047 -0.04298
O -2.35528 -1.77060 3.91188
N -4.18424 -2.03116 -5.74203
H 6.01510 2.72773 -1.01296
H -3.01373 0.65002 -6.23454
H -1.16177 -2.46222 2.38625
H 5.59390 -0.63832 4.76361
H -0.31057 3.82396 -7.64267
H 1.40714 -0.99347 4.51668
H 0.99749 8.88433 1.06733
H 0.52147 4.71260 1.75091
H 5.17254 1.38389 -0.14498
C 4.99929 -2.66998 7.24316
C 7.85544 1.05611 -0.01114
C -4.53545 2.59784 1.00489
H 0.70709 -2.60292 4.61547
C -2.75356 -1.60041 -6.21230
H 0.70314 1.79925 -8.37199
H -3.92252 2.89235 0.14809
H -5.08364 -4.48310 -3.76418
C 4.25725 -2.22036 4.18114
H -4.17097 -1.62869 5.56827
H 0.72501 7.39845 0.10429
H 7.85206 3.77798 -0.47108
H 3.54168 -0.69119 8.65107
H -1.26214 -3.47247 3.82155
N 0.77683 6.58895 2.82192
N 0.63637 -1.13948 -0.71221
C -6.17942 -3.45157 -5.76205
H -0.55480 8.66354 0.33598
H 1.49750 -2.15444 3.12631
H -6.19015 -0.41881 4.50072
H -1.95863 -4.21430 -5.48052
C 4.53199 -0.86667 4.74907
H 5.06886 3.07389 0.48735
C -4.12702 -0.74305 4.96314
H 2.08443 -0.88991 -2.22793
H -4.17876 -5.38269 -6.18575
C 0.25178 8.08729 0.81363
C -2.89090 -0.19539 -6.88339
H -1.18384 -0.75166 -5.10476
H 2.46604 0.44100 -5.48148
H -4.15794 0.36762 0.20744
O 1.94666 -3.54632 6.73859
H -6.73861 -2.96981 -4.98267
H 8.00683 1.22915 -1.10624
H -5.63755 1.89360 -1.88366
H -4.73815 -2.79731 -3.41480
H 3.08841 -4.24896 3.02029
H 3.49516 1.25328 -6.65549
C 7.06525 2.16507 0.61593
C -4.44851 -3.63708 -4.04192
H -2.11485 -0.44098 5.54793
H 4.85769 -3.66904 7.63306
H -2.74265 0.97418 4.92366
C -2.01807 -1.44322 -4.91995
H -4.20988 -4.34474 -7.54457
N -3.00222 0.07552 5.53106
O -4.96486 -1.15627 -5.40814
H -0.35112 -1.61264 -0.52643
H -7.99562 0.48403 -1.35278
H 1.96398 -1.23529 8.14758
C 2.69028 -4.29360 4.03074
Br -2.92732 -1.53490 -1.38121
H 3.29524 -5.05142 4.56471
H -5.36233 -0.19990 1.23952
C 0.61596 3.92829 -8.19438
H 0.39947 4.14406 -9.24760
C 0.51224 0.21922 -0.00342
H 0.43646 -0.36812 -2.63840
H 0.82270 -2.07002 -2.56759
C 3.73954 -1.88729 6.94632
C 9.82716 -0.10636 0.51531
H -1.62666 -2.30100 -4.36902
C 1.54580 -2.04179 4.20897
C -3.56680 -1.20074 3.58684
H 7.43362 4.15747 1.06449
N 7.89167 3.44234 0.47997
H 3.04427 -2.49904 8.84377
C 2.87749 -2.85493 4.55637
H 5.76704 -2.73737 6.45895
H 7.32224 0.07318 0.02249
H -0.49966 1.21129 1.49005
C -2.41583 -4.03510 -6.45421
H 2.90480 -0.16300 5.78922
C -2.12441 -2.69109 -7.03983
O 1.21989 2.83184 -5.65512
H 4.24650 -2.25801 3.07451
H 7.09777 1.88230 1.67446
H -3.50572 -0.35002 2.91645
H -4.25409 -1.92418 3.14700
H -7.35960 1.20031 0.06520
Br -1.71042 2.21657 3.63862
H 1.70493 6.75067 2.39999
H -3.41530 -3.92757 -3.74337
O 9.03358 1.05591 0.72368
H 9.29306 -1.03426 0.35179
H 1.24849 4.71986 -7.73929
H -6.41876 -3.03568 -6.72164
C 1.59512 2.15964 -6.54929
C 3.85050 -0.55027 6.13441
C -1.86310 -2.86126 3.12627
H -5.90732 -1.06635 -1.17329
C 2.99032 -1.56770 8.26547
C -3.87812 -4.38518 -6.47747
H -1.89582 -0.09755 -7.30929
H -4.70551 0.38319 -2.37079
H -4.92088 3.50771 1.43850
C -5.36719 0.13667 4.96039
H -3.58927 -0.12298 -7.72837
H -1.96851 -4.69956 -7.17043
C -0.33055 7.41103 2.02400
H 4.08727 -0.21056 3.98748
H 1.67567 -4.71794 4.08308



Computed, not measured: a structure of composition C39H99LiN4O13, with ωB97M-V/def2-TZVPD.

## Properties
M: 839.2 g/mol
calculated total energy: -2749.6108 a.u.
orbital gap: 7.86 eV
max |F|: 5.7 eV/Å

Element x y z (Å)
C -19.40463 6.34111 4.83360
H -14.65478 4.73628 11.83904
H -21.26014 4.21361 7.49464
O -16.66758 5.20680 11.70248
H -17.88899 0.30147 14.61888
Li -14.38728 -1.38635 15.68926
C -17.46205 1.11998 14.03934
H -16.23117 0.08338 9.58575
H -10.57760 2.34672 12.81362
C -15.96296 1.21441 14.35209
H -15.27800 1.80779 8.05230
C -17.06835 -4.95638 13.63584
H -16.93594 5.47968 9.50780
H -17.58424 4.16849 20.09072
C -13.62444 -1.21477 11.67393
H -16.80072 -0.31082 8.07180
H -18.03124 2.83948 8.73461
H -19.73011 5.73622 3.98727
H -16.55354 2.61957 10.64438
H -17.82163 0.12747 17.91487
C -20.91600 2.15075 12.92269
H -16.97892 -6.04147 13.68776
C -15.20581 2.04375 13.33408
C -19.49142 6.65144 14.74378
C -16.47081 3.43365 9.92429
H -12.26610 -1.60663 10.12209
C -19.29341 4.73117 6.61389
H -14.98579 6.68795 16.04452
C -18.18080 2.69699 18.51887
O -15.39486 -0.02096 14.67514
O -21.02943 1.81377 11.51618
H -18.34872 5.47465 16.22013
N -17.02993 2.96105 8.68268
H -17.20793 2.47492 18.08034
H -15.39133 5.19745 15.30604
H -20.30457 7.67033 12.91336
H -18.46403 3.50008 17.83847
H -15.25691 1.05231 22.89341
H -15.11847 6.25635 10.94846
C -18.44493 5.60805 15.14261
C -11.86937 4.09267 12.36594
O -14.27806 -0.36468 17.80035
N -17.85485 2.30810 20.95044
H -11.78727 -2.37177 11.65544
H -17.87304 2.10973 14.23830
H -16.00284 -1.11066 18.66608
C -14.74473 -2.09364 12.17189
C -14.35420 4.81938 17.17392
C -14.92853 -1.29465 18.65573
H -21.13403 3.20049 13.11916
O -13.05828 -0.48119 12.74163
H -15.63154 -1.46004 12.15672
C -15.45831 5.12249 18.15343
C -12.16411 3.52995 10.91661
H -16.46489 4.99501 17.75511
H -19.39512 4.05060 5.76857
O -11.11224 5.10558 11.84581
H -17.68696 0.81425 13.01756
H -18.34386 1.51353 20.56364
N -15.20913 -2.99697 16.72191
H -15.22334 -4.00685 16.72797
H -17.44901 5.86296 14.78029
H -16.62484 1.63415 7.28632
C -16.41775 1.90538 21.10585
H -15.69179 2.70762 20.97358
H -20.39876 6.34109 15.26197
C -16.27604 1.15917 22.52186
C -11.28992 3.02796 13.27904
H -14.71668 -1.29688 19.72495
H -16.45574 -2.65397 14.50091
H -12.79879 4.50708 12.75651
C -16.62324 -2.71683 16.63669
C -20.89259 2.16396 9.13664
H -13.67868 1.18376 18.87117
H -13.71996 -3.08830 18.32828
H -15.44583 6.09069 18.65395
H -13.15617 5.90125 18.24778
O -19.86215 5.94882 6.13150
H -14.45165 3.78702 16.83802
H -19.33088 2.52351 10.54859
H -17.83217 -0.44801 23.98908
C -18.71989 0.63514 17.56346
H -13.94212 -0.49134 10.92304
C -14.59522 5.68574 15.86806
H -20.06771 4.84491 8.63688
H -10.89813 3.59152 14.12580
H -18.11709 -4.72651 13.44766
O -19.05770 1.58868 18.53831
C -17.12900 4.82246 10.35567
H -15.66598 3.02490 13.21710
H -19.58237 -0.03123 17.54956
C -16.97954 -0.93186 23.51262
C -15.33813 5.58322 11.77716
H -16.32684 1.20132 20.27873
H -18.19931 -0.31643 11.12869
O -16.79666 -4.53381 14.99033
H -19.80802 7.34733 4.72000
O -16.62884 -0.24677 22.39568
H -17.16594 -3.27857 17.39697
H -20.60889 3.64136 10.72283
C -18.80349 -0.38745 10.22424
H -14.56295 -2.61194 13.11339
C -18.13189 3.24374 19.90898
H -14.14090 2.21996 13.48581
H -19.13925 3.58163 20.15220
H -15.94099 1.84414 15.24150
H -12.41454 4.13871 10.04782
H -13.66961 5.86050 15.31960
H -20.67538 1.10382 9.00610
H -18.21283 4.78932 10.24479
H -18.76365 -1.34175 9.69904
H -16.99759 -1.70041 16.51485
H -18.32687 6.50104 4.86435
H -14.20227 1.35291 17.12276
O -19.23118 7.89363 15.34116
H -17.27902 -1.93853 23.22103
H -15.40574 3.52691 9.71213
H -19.86613 2.09605 13.21060
H -16.42664 -4.47118 12.90040
H -18.52120 1.06495 16.58169
C -16.92318 0.46012 8.83256
H -15.28743 6.14282 12.71117
N -19.99717 2.74946 8.10397
C -20.41930 2.57943 10.56643
C -16.33029 1.74621 8.32977
C -14.75049 -2.77909 18.15364
O -13.14147 5.02411 17.85790
H -13.02430 -3.01614 10.46100
H -18.62803 7.26466 12.78073
H -11.34074 2.86078 10.66686
H -19.83837 -0.23960 10.53289
H -12.04588 2.40606 13.75848
C -19.56382 6.93789 13.23417
H -19.90266 6.00577 12.78201
O -18.26528 0.55859 9.32818
C -14.40541 0.92068 18.10256
H -10.20172 4.84811 11.68374
H -13.82022 -0.12856 13.20714
H -15.30563 -3.40058 18.85625
H -13.01406 2.84900 10.87194
H -15.08201 -2.89816 11.51836
H -18.10979 -2.92373 14.87786
C -20.20602 4.19678 7.77149
C -12.62561 -2.15301 10.99405
H -15.30596 4.38858 18.94480
H -15.25632 1.49946 12.39105
H -20.11639 8.24916 15.44891
C -17.10168 -3.17238 15.20951
H -15.44495 1.15936 18.32724
H -18.26210 4.87475 6.93621
H -21.96775 2.33649 9.08796
H -19.86438 2.12950 7.31776
H -16.96221 1.66855 23.19847
H -21.50165 1.56273 13.62933
H -18.69862 4.64666 14.69598
H -16.21659 -1.02561 24.28541



Computed, not measured: a structure of composition C3AgLiMgO3, with ωB97M-V/def2-TZVPD.

## Properties
M: 223.1 g/mol
2S+1: 2
calculated total energy: -694.2977 a.u.
orbital gap (alpha / beta): 6.01 / 7.19 eV
max |F|: 3.4 eV/Å
charge: +1

Element x y z (Å)
O 1.87856 -0.53843 0.42945
O -2.47813 0.62212 0.02102
C 0.74728 -0.93147 0.00840
C -1.34209 0.99668 -0.08118
O -0.60489 1.87981 0.29073
Li 3.44658 -1.39696 0.09396
C -0.34334 -0.72817 -0.55437
Mg 1.55585 1.90352 0.15307
Ag -2.85981 -1.80710 -0.36107



Computed, not measured: a cluster of 2 separate species, C3Cl4O2 in total, with ωB97M-V/def2-TZVPD.

## Properties
M: 209.8 g/mol
structure (SMILES): O=C=C(Cl)Cl.O=C(Cl)Cl
energy above the lowest of the compared OMol25 structures with the same formula, charge and spin: 32.9 kJ/mol
calculated total energy: -2105.4989 a.u.
orbital gap: 8.90 eV
max |F|: 2.3 eV/Å

Element x y z (Å)
C -0.77562 0.56025 0.36230
O 0.74336 -0.72987 -1.61732
C 1.22122 -0.35148 -0.60613
O -1.93267 -1.59581 0.14212
Cl -1.08487 1.77779 -0.85257
C -1.51346 -0.53383 0.30978
Cl -0.23126 1.11977 1.92216
Cl 2.05427 1.15048 -0.42725
Cl 1.51903 -1.39730 0.76690



Computed, not measured: a cluster of 2 separate species, C3Cl4O2 in total, with ωB97M-V/def2-TZVPD.

## Properties
M: 209.8 g/mol
structure (SMILES): O=C=C(Cl)Cl.O=C(Cl)Cl
energy above the lowest of the compared OMol25 structures with the same formula, charge and spin: 0.0 kJ/mol
calculated total energy: -2105.5114 a.u.
orbital gap: 8.74 eV
max |F|: 1.2 eV/Å

Element x y z (Å)
O 1.72647 -0.02543 0.86066
Cl -2.89178 0.36373 1.89532
C -1.90406 0.38856 0.47644
C 2.16865 -0.06503 -0.23043
Cl 1.88525 -1.31444 -1.47366
Cl -1.77323 1.88235 -0.32987
O -0.84705 -1.71563 -0.29372
C -1.36314 -0.73148 0.05798
Cl 2.99890 1.21737 -0.96272



Computed, not measured: an isolated molecule of C3ClF3, with ωB97M-V/def2-TZVPD.

## Properties
M: 128.5 g/mol
structure (SMILES): FC1=C(Cl)C1(F)F
energy above the lowest of the compared OMol25 structures with the same formula, charge and spin: 266.7 kJ/mol
calculated total energy: -873.9013 a.u.
orbital gap (alpha / beta): 8.19 / 8.30 eV
max |F|: 7.4 eV/Å

Element x y z (Å)
F 1.69936 -1.19693 -0.02283
C -0.08294 0.66237 0.00924
C 0.67033 -0.56647 -0.46858
F 0.20360 1.36883 1.16145
F -0.24363 1.60763 -0.94816
C -0.92330 -0.51883 0.16974
Cl -2.46059 -1.06047 0.23357